{
  "formula": "C36H51ClF5N2O4PS",
  "method": "wB97M-V/def2-TZVPD",
  "species": ["C", "C", "C", "C", "C", "C", "P", "O", "O", "C", "C", "C", "C", "C", "C", "N", "C", "C", "C", "Cl", "C", "C", "C", "C", "C", "C", "C", "C", "F", "F", "C", "F", "F", "F", "C", "O", "C", "C", "C", "C", "C", "C", "C", "S", "H", "H", "H", "H", "H", "H", "H", "H", "H", "H", "H", "H", "H", "H", "H", "H", "H", "H", "H", "H", "H", "H", "H", "H", "H", "H", "H", "H", "H", "H", "H", "H", "H", "H", "H", "H", "H", "H", "H", "H", "C", "O", "C", "C", "C", "N", "H", "H", "H", "H", "H", "H", "H", "H", "H", "H", "H"],
  "xyz": [[0.28247, 2.02604, -4.74805], [0.86696, 0.77793, -4.79088], [1.16656, -0.11322, -3.52191], [-0.10404, -0.16852, -2.58376], [-1.42221, -0.24445, -3.23292], [-2.69161, -0.26377, -2.47181], [-4.27751, -0.37977, -3.43204], [-5.29237, 0.95394, -3.15876], [-3.96762, -0.61966, -5.06690], [-2.60965, -0.22204, -1.01160], [-3.90466, -0.25122, -0.13710], [-4.26747, 1.11056, 0.53578], [-4.50391, 1.10313, 1.87905], [-1.30654, -0.17099, -0.37741], [-0.02112, -0.15019, -1.11193], [1.25134, -0.12015, -0.43215], [1.34056, -1.13133, 0.60858], [2.50019, -2.03667, 0.69256], [3.69908, -1.98990, -0.30025], [4.47038, -0.31496, -0.15306], [3.33155, -2.36007, -1.77830], [4.38706, -1.89280, -2.85300], [2.53025, -3.03756, 1.75960], [1.49083, -3.19941, 2.77721], [1.63865, -4.32852, 3.83805], [2.27599, -3.87595, 5.21735], [1.28890, -4.34254, 6.37588], [1.41322, -5.87570, 6.69617], [1.96913, -6.11567, 7.95490], [2.23968, -6.55698, 5.80152], [0.00102, -6.59490, 6.73311], [0.08887, -7.87606, 7.22709], [-0.81610, -5.91635, 7.61510], [-0.58059, -6.67073, 5.50486], [0.34530, -2.29435, 2.70096], [-0.71985, -2.34382, 3.59923], [-0.39500, -1.65200, 4.82330], [-0.33118, -0.08902, 4.70006], [-1.78098, 0.58667, 4.63835], [0.35632, 0.46627, 6.03349], [0.15638, 2.04989, 6.11004], [1.94902, 0.25300, 5.98892], [0.29132, -1.29892, 1.63495], [-1.13300, -0.16388, 1.44554], [0.71014, 2.96899, -5.16219], [-0.74040, 2.10329, -4.28246], [1.17453, 0.34084, -5.77995], [1.96267, 0.43533, -2.94234], [1.49830, -1.14226, -3.82669], [-1.49148, -0.29313, -4.34900], [-5.27444, 1.17174, -2.20651], [-4.78407, -0.97307, -5.45863], [-3.75112, -1.02331, 0.65742], [-4.75294, -0.54113, -0.80935], [-4.33555, 2.02745, -0.09578], [-3.99704, 0.33538, 2.51756], [-5.22765, 1.79034, 2.37372], [2.03080, -0.20860, -1.08281], [4.47361, -2.69302, 0.11118], [2.32839, -1.94306, -2.06453], [3.22901, -3.47817, -1.87277], [4.22737, -2.51491, -3.78087], [5.44823, -2.07065, -2.53914], [4.24467, -0.82735, -3.17538], [3.38846, -3.75087, 1.81036], [0.62497, -4.80263, 3.98579], [2.25982, -5.13836, 3.35667], [2.42552, -2.76939, 5.20193], [3.28471, -4.34533, 5.37506], [0.21822, -4.17418, 6.06879], [1.53923, -3.78643, 7.32363], [-1.20863, -1.87789, 5.57357], [0.56474, -1.99187, 5.28985], [0.29400, 0.29452, 3.85455], [-2.19851, 0.79644, 5.65419], [-1.67503, 1.55887, 4.08058], [-2.42817, -0.12906, 4.06388], [-0.08513, -0.03034, 6.94715], [0.94044, 2.53057, 6.75823], [0.29111, 2.49475, 5.08190], [-0.83433, 2.31933, 6.56106], [2.33981, -0.25194, 6.90801], [2.45938, 1.23427, 5.79090], [2.14378, -0.42454, 5.11113], [-1.20103, 7.86829, -8.76730], [-0.72515, 7.68107, -7.44584], [-1.23379, 6.52874, -6.78997], [-0.52612, 5.21387, -7.16587], [-0.92503, 4.67623, -8.53700], [0.93418, 5.35175, -7.11405], [-2.23717, 7.53799, -8.88193], [-0.55617, 7.34888, -9.47956], [-1.14914, 8.93388, -8.99600], [-1.06795, 6.70458, -5.72246], [-2.31992, 6.45423, -6.92675], [-0.82366, 4.46188, -6.42766], [-0.44175, 5.21269, -9.35550], [-0.62953, 3.62880, -8.63093], [-2.00671, 4.72970, -8.68283], [1.20458, 5.61054, -6.16769], [1.18138, 6.17088, -7.66721]],
  "mulliken_charge": [-0.55, -0.54, -0.49, 0.78, -0.96, -0.46, -0.09, -0.48, -0.33, 0.38, -1.30, 0.08, -0.66, 0.67, -0.08, -0.25, 0.41, 0.62, -0.90, -0.16, 0.07, -1.20, -1.29, -0.05, -0.92, -0.52, -1.00, 0.97, -0.33, -0.30, 0.52, -0.26, -0.26, -0.22, 0.30, -0.66, -0.28, 0.63, -1.67, 0.40, -1.46, -1.14, 0.68, -0.12, 0.18, 0.25, 0.31, 0.25, 0.33, 0.58, 0.38, 0.40, 0.35, 0.74, 0.33, 0.01, 0.29, -0.02, 0.52, -0.02, 0.39, 0.39, 0.33, 0.23, 0.24, 0.26, 0.59, 0.17, 0.54, 0.36, 0.41, 0.38, -0.47, 0.36, 0.39, 0.37, 0.26, 0.42, 0.46, 0.30, 0.33, 0.23, 0.46, 0.15, -0.64, -0.39, -0.80, 0.78, -1.56, -0.71, 0.30, 0.22, 0.26, 0.35, 0.41, 0.16, 0.29, 0.36, 0.35, 0.28, 0.31],
  "charge": 0,
  "relative_energy_kcal_mol": 0.0,
  "smiles": "C=CCc1cc(P(O)O)c(CC=C)c2c1Nc1c([C@H](Cl)CC)cc(CCCC(F)(F)C(F)(F)F)c(OC[C@@H](C)C(C)C)c1S2.COC[C@@H](C)N",
  "orbital_gap_ev": 7.732,
  "e_homo_ha": -0.2749,
  "spin_multiplicity": 1,
  "lumo_energy_ha": 0.00923
}